# C46H56CuN3OP2Si3

A molecular structure, C46H56CuN3OP2Si3 (the ωB97M-V functional and the def2-TZVPD basis, the Open Molecules 2025 dataset).

Structure (ORCA input):
```
! RIJCOSX wB97M-V def2-TZVPD def2/J DEFGRID3
* xyz -1 2
Cu 0.19 0.13 -0.42
C 3.40 1.90 -2.03
Si 3.76 0.42 -0.90
C 5.10 0.90 0.36
C 4.59 -0.92 -1.96
N 2.31 -0.12 -0.17
P 1.94 -0.29 1.38
C 0.22 -0.27 1.54
P -0.73 -1.70 1.34
N -0.52 -2.69 0.12
Si -1.34 -4.14 -0.27
C -0.85 -5.57 0.89
C -3.24 -4.09 -0.36
C -0.82 -4.69 -2.01
C -0.84 -2.65 2.93
C -2.00 -3.38 3.20
C -2.08 -4.19 4.33
C -1.00 -4.28 5.19
C 0.16 -3.55 4.93
C 0.23 -2.74 3.81
C -2.43 -0.99 1.31
C -3.09 -0.87 0.10
C -4.37 -0.34 0.05
C -4.99 0.09 1.21
C -4.31 0.03 2.42
C -3.03 -0.50 2.47
C 2.99 -1.62 2.06
C 2.69 -2.90 1.57
C 3.42 -4.00 1.99
C 4.45 -3.83 2.90
C 4.77 -2.57 3.37
C 4.04 -1.46 2.96
C 2.31 1.21 2.38
C 2.33 2.42 1.69
C 2.36 3.63 2.37
C 2.36 3.64 3.76
C 2.30 2.44 4.46
C 2.27 1.23 3.77
H 4.05 1.89 -2.91
H 3.55 2.86 -1.52
H 2.36 1.87 -2.37
H 5.93 1.44 -0.11
H 5.51 0.00 0.82
H 4.70 1.53 1.16
H 5.56 -0.57 -2.31
H 3.99 -1.16 -2.84
H 4.74 -1.84 -1.39
H -1.60 -5.75 1.66
H 0.08 -5.32 1.41
H -0.70 -6.50 0.34
H -3.70 -3.69 0.54
H -3.63 -5.10 -0.53
H -3.56 -3.46 -1.20
H 0.25 -4.89 -2.06
H -1.04 -3.93 -2.76
H -1.36 -5.60 -2.27
H -2.84 -3.31 2.52
H -2.98 -4.75 4.53
H -1.05 -4.91 6.07
H 1.00 -3.63 5.60
H 1.11 -2.15 3.63
H -2.59 -1.22 -0.80
H -4.89 -0.25 -0.90
H -5.99 0.49 1.18
H -4.77 0.41 3.32
H -2.48 -0.54 3.41
H 1.87 -3.00 0.86
H 3.17 -4.98 1.62
H 5.02 -4.69 3.24
H 5.59 -2.44 4.07
H 4.29 -0.47 3.32
H 2.30 2.40 0.61
H 2.38 4.56 1.83
H 2.38 4.57 4.30
H 2.28 2.44 5.54
H 2.20 0.30 4.33
C -1.03 -1.38 -4.61
Si 0.39 -0.70 -3.53
C 1.18 -2.17 -2.68
C 1.67 0.03 -4.74
N -0.13 0.40 -2.30
C -0.61 1.65 -2.57
C -0.86 2.11 -3.89
C -1.24 3.40 -4.19
C -1.36 4.34 -3.17
C -1.16 3.93 -1.87
C -0.86 2.61 -1.56
O -0.70 2.23 -0.21
C -1.54 2.77 0.74
C -1.05 2.84 2.04
C -1.79 3.46 3.03
C -3.02 4.03 2.75
C -3.52 3.93 1.46
C -2.81 3.29 0.46
H -0.72 -2.31 -5.09
H -1.32 -0.69 -5.41
H -1.92 -1.59 -4.01
H 1.41 -2.97 -3.39
H 0.52 -2.57 -1.91
H 2.10 -1.88 -2.18
H 1.59 -0.43 -5.73
H 2.68 -0.14 -4.36
H 1.56 1.11 -4.87
H -0.73 1.39 -4.70
H -1.42 3.68 -5.22
H -1.62 5.37 -3.39
H -1.26 4.64 -1.06
H -0.09 2.38 2.25
H -1.39 3.50 4.04
H -3.58 4.55 3.52
H -4.49 4.35 1.22
H -3.22 3.20 -0.53
*
```

Properties
- E_HOMO (alpha / beta) (eV) = -4.540 / -4.633
- frontier orbital gap (alpha / beta) (eV) = 7.1 / 6.8
- electronic energy (hartree) = -5217.88265

Atomic partial charges in e from the Löwdin method, atoms 1 to 99:
1. Cu 0.454
2. C -0.166
3. Si 0.358
4. C -0.169
5. C -0.184
6. N -0.250
7. P 0.666
8. C -0.412
9. P 0.632
10. N -0.252
11. Si 0.335
12. C -0.175
13. C -0.185
14. C -0.197
15. C -0.264
16. C -0.112
17. C -0.091
18. C -0.103
19. C -0.086
20. C -0.074
21. C -0.297
22. C -0.105
23. C -0.087
24. C -0.104
25. C -0.088
26. C -0.087
27. C -0.288
28. C -0.092
29. C -0.077
30. C -0.097
31. C -0.092
32. C -0.097
33. C -0.299
34. C -0.122
35. C -0.085
36. C -0.101
37. C -0.090
38. C -0.091
39. H 0.025
40. H 0.021
41. H 0.009
42. H 0.027
43. H 0.019
44. H 0.007
45. H 0.025
46. H -0.004
47. H 0.027
48. H 0.010
49. H 0.013
50. H 0.016
51. H 0.007
52. H 0.023
53. H 0.020
54. H 0.024
55. H 0.009
56. H 0.023
57. H 0.092
58. H 0.099
59. H 0.093
60. H 0.098
61. H 0.077
62. H 0.092
63. H 0.101
64. H 0.094
65. H 0.097
66. H 0.112
67. H 0.087
68. H 0.102
69. H 0.095
70. H 0.097
71. H 0.097
72. H 0.089
73. H 0.105
74. H 0.095
75. H 0.097
76. H 0.104
77. C -0.181
78. Si 0.417
79. C -0.179
80. C -0.164
81. N -0.116
82. C -0.298
83. C -0.056
84. C -0.111
85. C -0.116
86. C -0.051
87. C -0.184
88. O -0.037
89. C -0.237
90. C 0.003
91. C -0.076
92. C -0.111
93. C -0.092
94. C -0.031
95. H 0.021
96. H 0.012
97. H 0.020
98. H 0.040
99. H -0.031